No. 1
Entry from the Open Molecules 2025 dataset: a molecular structure, C24H20BrGaN4O4S in a non-equilibrium geometry (ωB97M-V/def2-TZVPD).

**LUMO energy**: -7.6 eV
**DFT total energy**: -172604.6858 eV

```
! RIJCOSX wB97M-V def2-TZVPD def2/J DEFGRID3
* xyz 2 1
Ga -0.09 0.13 0.00
Br 0.72 7.35 0.47
C 0.05 5.62 0.10
C -1.31 5.42 -0.08
C -1.80 4.15 -0.30
C -0.92 3.06 -0.36
C 0.46 3.28 -0.19
C 0.95 4.55 0.04
N -1.31 1.74 -0.50
C -2.48 1.35 -0.88
C -2.80 -0.05 -0.92
C -4.03 -0.51 -1.38
C -4.28 -1.87 -1.41
C -3.28 -2.74 -1.00
C -2.07 -2.22 -0.56
N -1.85 -0.91 -0.50
H -1.99 6.26 -0.04
H -2.87 4.01 -0.39
H 1.14 2.44 -0.29
H 2.00 4.73 0.18
H -3.25 2.05 -1.20
H -4.77 0.20 -1.72
H -5.24 -2.24 -1.74
H -3.43 -3.81 -1.02
H -1.27 -2.88 -0.25
O 3.16 -0.38 -1.54
C 2.16 -1.04 -1.43
O 0.96 -0.47 -1.25
C 2.14 -2.52 -1.38
C 1.38 -3.17 -0.41
C 1.40 -4.56 -0.25
C 2.19 -5.27 -1.13
O 2.38 -6.59 -1.23
C 3.25 -6.80 -2.33
O 3.64 -5.53 -2.83
C 2.96 -4.61 -2.12
C 2.96 -3.24 -2.25
H 0.73 -2.59 0.25
H 0.82 -5.05 0.51
H 2.72 -7.35 -3.12
H 4.13 -7.36 -2.00
H 3.53 -2.74 -3.02
C 3.55 2.00 2.37
N 3.65 0.65 1.92
C 4.81 -0.02 1.67
C 4.49 -1.28 1.29
N 3.14 -1.38 1.35
C 2.63 -0.19 1.70
S 0.95 0.16 2.08
H 4.52 2.50 2.28
H 3.24 2.03 3.42
H 2.81 2.55 1.78
H 5.77 0.44 1.78
H 5.12 -2.10 0.98
H 2.60 -2.21 1.10
*
```

---

No. 2
Entry from the Open Molecules 2025 dataset: 6 unconnected molecules or ions with the total composition C18H46BrClNO8P (ωB97M-V/def2-TZVPD).

**SMILES**: CCCCN(C(=O)O[C@@H](Cl)CC)P(O)Br.CCO.CCO.CCO.CCO.CCO
**LUMO energy**: 0.5 eV
**DFT total energy**: -129135.9676 eV

```
! RIJCOSX wB97M-V def2-TZVPD def2/J DEFGRID3
* xyz 0 1
C 7.80 0.66 -0.65
C 7.08 -0.25 -1.65
C 5.66 0.21 -2.01
C 5.58 1.57 -2.73
N 4.76 2.58 -2.01
C 3.40 2.58 -2.45
O 3.00 3.08 -3.46
O 2.59 1.88 -1.61
C 1.83 2.66 -0.69
Cl 0.29 1.79 -0.46
C 2.53 2.86 0.65
C 3.40 1.68 1.08
P 5.29 4.18 -1.72
O 6.60 3.81 -0.80
Br 6.36 4.75 -3.61
H 7.16 0.85 0.22
H 8.73 0.20 -0.30
H 8.06 1.62 -1.09
H 7.02 -1.26 -1.24
H 7.67 -0.29 -2.58
H 5.03 0.22 -1.12
H 5.24 -0.55 -2.67
H 5.14 1.43 -3.72
H 6.58 1.97 -2.90
H 1.58 3.61 -1.16
H 3.15 3.77 0.57
H 1.76 3.07 1.40
H 4.34 1.70 0.53
H 3.64 1.72 2.14
H 2.91 0.73 0.83
H 6.65 4.44 -0.07
C -2.65 -1.44 1.35
C -3.47 -0.17 1.20
O -2.66 0.94 0.84
H -1.87 -1.31 2.10
H -3.29 -2.28 1.65
H -2.17 -1.71 0.41
H -3.94 0.10 2.14
H -4.26 -0.32 0.46
H -2.25 0.74 -0.01
C -6.83 -1.73 -2.07
C -7.10 -2.22 -0.66
O -7.02 -1.17 0.30
H -5.84 -1.27 -2.13
H -6.87 -2.56 -2.78
H -7.56 -0.98 -2.38
H -6.36 -2.96 -0.37
H -8.09 -2.69 -0.61
H -7.67 -0.50 0.07
C -7.66 -6.85 0.01
C -7.35 -5.98 -1.20
O -6.09 -5.33 -1.09
H -7.64 -6.25 0.92
H -8.64 -7.31 -0.09
H -6.92 -7.64 0.11
H -8.08 -5.18 -1.29
H -7.39 -6.58 -2.12
H -5.41 -6.00 -1.02
C 3.13 -2.73 3.40
C 3.47 -1.92 2.16
O 4.74 -1.27 2.28
H 3.13 -2.09 4.28
H 2.15 -3.20 3.31
H 3.87 -3.52 3.56
H 2.74 -1.12 2.02
H 3.46 -2.55 1.27
H 5.40 -1.96 2.39
C -3.80 4.83 1.10
C -2.71 4.89 2.15
O -2.27 3.60 2.55
H -4.65 4.25 1.47
H -4.14 5.83 0.82
H -3.44 4.33 0.19
H -3.08 5.38 3.05
H -1.86 5.48 1.78
H -1.93 3.15 1.77
*
```

---

No. 3
Entry from the Open Molecules 2025 dataset: 3 unconnected molecules or ions with the total composition C3H8NO4 in a non-equilibrium geometry (ωB97M-V/def2-TZVPD).

**LUMO energy (spin up / spin down)**: -2.9 / -2.8 eV
**DFT total energy**: -12913.3974 eV

```
! RIJCOSX wB97M-V def2-TZVPD def2/J DEFGRID3
* xyz 0 2
O -2.39 -1.17 0.06
C -1.67 -0.22 -0.11
O -2.09 1.01 -0.13
C -0.13 -0.36 -0.30
C 0.42 0.74 -1.25
O 1.80 2.29 1.47
N 0.54 -0.43 0.99
H -0.03 -1.36 -0.69
H 0.91 1.50 -0.64
H 1.17 0.29 -1.90
H -0.39 1.12 -1.86
H 1.32 -1.07 0.90
H 0.81 0.48 1.34
H 2.92 -2.44 -0.55
H 2.73 2.50 1.64
O 2.05 -2.01 -0.63
*
```

---

No. 4
Entry from the Open Molecules 2025 dataset: C6H9N in the gas phase in a non-equilibrium geometry (ωB97M-V/def2-TZVPD).

**SMILES**: C[C@@H]1[C@H](C)[C@@H]1C#N
**LUMO energy**: 0.9 eV
**DFT total energy**: -7856.2240 eV

```
! RIJCOSX wB97M-V def2-TZVPD def2/J DEFGRID3
* xyz 0 1
C 0.19 -0.64 -1.47
C -0.31 -1.00 -0.08
C -0.70 0.10 0.84
C -0.85 1.53 0.38
C 0.62 -0.64 1.03
C 1.83 -0.15 0.44
N 2.86 0.22 0.07
H 0.91 -1.36 -1.91
H -0.87 -0.66 -1.75
H 0.55 0.36 -1.72
H -0.87 -1.94 -0.05
H -1.40 -0.17 1.63
H -0.23 1.75 -0.49
H -1.89 1.72 0.11
H -0.57 2.24 1.17
H 0.75 -1.29 1.88
*
```

---

No. 5
Entry from the Open Molecules 2025 dataset: 6 unconnected molecules or ions with the total composition C18H37FO8S5 in a non-equilibrium geometry (ωB97M-V/def2-TZVPD).

**LUMO energy**: 0.5 eV
**DFT total energy**: -92532.4744 eV

```
! RIJCOSX wB97M-V def2-TZVPD def2/J DEFGRID3
* xyz 0 1
C -0.38 1.98 1.84
C 0.19 1.02 1.35
C 0.73 -0.41 1.00
C 2.28 -0.70 1.17
C 2.31 -2.16 0.47
C 2.84 -3.38 1.31
C 1.99 -3.63 2.64
O 2.15 -3.01 3.67
F 0.95 -4.59 2.62
C 0.92 -2.26 -0.30
O 0.31 -3.22 -0.71
O 0.50 -0.89 -0.35
H -0.88 2.73 2.51
H 0.21 -1.18 1.65
H 2.72 -0.64 2.22
H 3.02 -0.11 0.54
H 3.07 -1.99 -0.35
H 3.97 -3.27 1.55
H 2.75 -4.35 0.71
C 1.24 2.01 -2.58
S 1.53 0.30 -3.07
O 2.92 -0.06 -2.66
C 1.54 0.62 -4.85
H 1.22 2.06 -1.49
H 2.03 2.64 -2.96
H 0.27 2.34 -2.96
H 2.32 1.35 -5.09
H 0.57 1.00 -5.16
H 1.75 -0.32 -5.36
C -2.19 -3.72 1.22
S -3.71 -2.83 0.82
O -3.54 -1.43 1.29
C -4.74 -3.69 2.03
H -1.38 -3.32 0.60
H -1.94 -3.58 2.27
H -2.32 -4.78 0.99
H -4.33 -3.56 3.03
H -4.78 -4.75 1.78
H -5.74 -3.27 1.99
C -2.98 5.37 -1.34
S -2.70 3.66 -1.84
O -1.31 3.30 -1.44
C -2.69 3.98 -3.62
H -2.99 5.41 -0.25
H -2.18 6.01 -1.73
H -3.95 5.70 -1.72
H -1.91 4.70 -3.86
H -3.67 4.36 -3.92
H -2.49 3.04 -4.14
C 8.36 -3.11 -0.18
S 7.41 -3.40 1.32
O 5.98 -3.13 1.00
C 8.04 -1.96 2.21
H 8.10 -3.88 -0.91
H 8.12 -2.13 -0.59
H 9.43 -3.18 0.04
H 7.82 -1.05 1.65
H 9.11 -2.06 2.36
H 7.54 -1.91 3.18
C -6.50 3.86 2.28
S -5.54 2.70 1.28
O -4.26 3.38 0.92
C -6.61 2.78 -0.17
H -5.99 4.00 3.23
H -6.58 4.82 1.76
H -7.49 3.45 2.46
H -6.68 3.81 -0.53
H -7.60 2.41 0.09
H -6.18 2.15 -0.95
*
```

---

No. 6
Entry from the Open Molecules 2025 dataset: a gas-phase ion, C3H6NO2 (charge -1) in a non-equilibrium geometry (ωB97M-V/def2-TZVPD).

**SMILES**: CC(=O)NC[O-]
**LUMO energy**: 4.2 eV
**DFT total energy**: -8792.2866 eV

```
! RIJCOSX wB97M-V def2-TZVPD def2/J DEFGRID3
* xyz -1 1
C 0.79 1.24 0.84
C 1.13 0.16 -0.27
O 1.82 0.57 -1.19
N 0.22 -0.86 -0.34
C -1.34 -1.02 -0.49
O -1.82 -2.04 0.14
H 1.08 2.21 0.43
H 1.01 1.19 1.91
H -0.30 1.29 0.83
H 0.53 -1.80 -0.10
H -1.73 -0.01 -0.16
H -1.38 -0.93 -1.60
*
```

---

No. 7
Entry from the Open Molecules 2025 dataset: a molecular structure, C8H15F6N2O9S2V in a non-equilibrium geometry (ωB97M-V/def2-TZVPD).

**LUMO energy**: 4.6 eV
**DFT total energy**: -93607.7543 eV

```
! RIJCOSX wB97M-V def2-TZVPD def2/J DEFGRID3
* xyz -2 1
O -6.01 27.67 23.15
V -7.06 27.07 22.11
O -6.85 27.83 20.74
C -4.88 24.84 19.90
F -4.12 23.75 19.97
F -4.34 25.85 20.56
F -4.99 25.17 18.61
S -6.60 24.45 20.56
O -7.56 25.26 19.88
O -6.82 23.07 20.29
N -6.53 25.04 22.16
S -6.27 23.72 23.04
O -7.50 23.05 23.36
O -5.20 22.90 22.54
C -5.66 24.47 24.64
F -5.19 23.49 25.42
F -4.70 25.36 24.39
F -6.67 25.10 25.22
O -8.94 27.60 22.54
C -9.23 27.59 23.93
C -10.69 27.85 24.42
O -11.56 28.56 23.68
H -8.55 28.28 24.44
H -9.04 26.59 24.37
H -10.57 28.30 25.45
H -11.18 26.88 24.70
C -9.98 25.90 17.63
C -10.56 26.71 18.80
C -10.95 25.76 19.91
O -11.59 26.50 20.92
C -11.99 25.72 21.99
N -9.63 27.72 19.33
H -9.40 26.58 16.99
H -10.73 25.36 17.03
H -9.28 25.13 17.95
H -11.42 27.28 18.42
H -10.15 25.16 20.35
H -11.71 25.09 19.47
H -12.60 26.34 22.65
H -11.14 25.23 22.49
H -12.68 24.90 21.68
H -8.68 27.35 19.21
H -9.56 28.46 18.62
*
```

---

No. 8
Entry from the Open Molecules 2025 dataset: C24H21F2NO4 in the gas phase (ωB97M-V/def2-TZVPD).

**SMILES**: O=C1c2ccc(Nc3ccc(F)cc3F)cc2CCc2ccc(OC[C@H](O)CO)cc21
**LUMO energy**: 0.1 eV
**DFT total energy**: -40343.6943 eV

```
! RIJCOSX wB97M-V def2-TZVPD def2/J DEFGRID3
* xyz 0 1
O -1.61 -1.96 -0.21
C -0.93 -0.96 -0.12
C 0.54 -1.10 0.01
C 1.02 -2.11 0.84
C 2.37 -2.31 1.01
C 3.28 -1.51 0.32
N 4.64 -1.74 0.50
C 5.69 -0.88 0.24
C 6.93 -1.40 -0.15
C 8.01 -0.58 -0.39
C 7.87 0.79 -0.25
F 8.92 1.59 -0.50
C 6.68 1.35 0.16
C 5.61 0.51 0.41
F 4.47 1.07 0.88
C 2.81 -0.55 -0.56
C 1.45 -0.33 -0.71
C 0.94 0.74 -1.63
C 0.38 1.89 -0.78
C -0.99 1.63 -0.21
C -1.76 2.76 0.08
C -3.05 2.68 0.55
C -3.64 1.43 0.73
O -4.93 1.44 1.20
C -5.66 0.24 1.25
C -6.11 -0.24 -0.14
O -6.79 0.78 -0.84
C -7.01 -1.48 -0.03
O -7.47 -1.87 -1.30
C -2.89 0.30 0.46
C -1.57 0.38 0.01
H 0.31 -2.74 1.36
H 2.73 -3.09 1.67
H 4.90 -2.68 0.75
H 7.03 -2.47 -0.26
H 8.96 -1.00 -0.69
H 6.58 2.41 0.30
H 3.50 0.03 -1.16
H 1.75 1.12 -2.25
H 0.16 0.35 -2.28
H 0.33 2.79 -1.38
H 1.07 2.08 0.05
H -1.33 3.74 -0.08
H -3.63 3.56 0.77
H -5.10 -0.56 1.75
H -6.54 0.48 1.85
H -5.24 -0.47 -0.77
H -7.42 1.21 -0.25
H -6.46 -2.32 0.39
H -7.87 -1.25 0.63
H -7.62 -1.06 -1.81
H -3.29 -0.69 0.59
*
```

---

No. 9
Entry from the Open Molecules 2025 dataset: 2 unconnected molecules or ions with the total composition C6H12O in a non-equilibrium geometry (ωB97M-V/def2-TZVPD).

**SMILES**: C=CC=C(C)C.O
**LUMO energy**: 0.8 eV
**DFT total energy**: -8462.8359 eV

```
! RIJCOSX wB97M-V def2-TZVPD def2/J DEFGRID3
* xyz 0 1
C -0.96 -1.61 2.40
C -0.02 -0.81 1.90
C -0.31 0.31 0.99
C 0.50 0.70 0.02
C 1.79 -0.02 -0.27
C 0.13 1.84 -0.90
H -2.01 -1.46 2.17
H -0.70 -2.46 3.02
H 1.00 -1.05 2.17
H -1.27 0.79 1.14
H 1.75 -1.10 -0.30
H 2.51 0.19 0.54
H 2.23 0.32 -1.21
H 0.92 2.06 -1.61
H 0.00 2.72 -0.29
H -0.82 1.73 -1.43
O -1.22 -0.89 -2.74
H -1.87 -1.02 -3.45
H -1.64 -0.24 -2.14
*
```

---

No. 10
Entry from the Open Molecules 2025 dataset: C6H10FN in the gas phase in a non-equilibrium geometry (ωB97M-V/def2-TZVPD).

**SMILES**: FC1CN(C2CC2)C1
**LUMO energy**: 1.0 eV
**DFT total energy**: -10588.0602 eV

```
! RIJCOSX wB97M-V def2-TZVPD def2/J DEFGRID3
* xyz 0 1
F 3.35 0.05 -0.56
C 2.24 -0.07 0.37
C 1.14 -1.09 0.03
N 0.38 -0.04 -0.47
C -0.99 -0.05 -0.82
C -2.14 -0.69 0.12
C -2.00 0.75 0.06
C 1.17 1.04 0.06
H 2.64 0.09 1.44
H 0.86 -1.57 0.99
H 1.57 -1.95 -0.62
H -1.26 -0.14 -1.91
H -2.94 -1.09 -0.60
H -2.00 -1.07 1.14
H -1.55 1.38 0.75
H -2.79 1.30 -0.59
H 0.96 1.23 1.16
H 1.36 1.92 -0.56
*
```

---

No. 11
Entry from the Open Molecules 2025 dataset: a molecular structure, C33H38As2N7Rh (ωB97M-V/def2-TZVPD).

**LUMO energy**: -7.2 eV
**DFT total energy**: -169940.0700 eV

```
! RIJCOSX wB97M-V def2-TZVPD def2/J DEFGRID3
* xyz 2 1
Rh 0.11 0.10 -0.11
C 2.43 -0.75 2.70
As 2.27 -0.32 0.83
C 3.57 1.09 0.52
C 3.03 -1.79 -0.15
C 4.06 -2.57 0.35
C 4.65 -3.53 -0.47
C 4.23 -3.69 -1.78
C 3.20 -2.91 -2.28
C 2.58 -1.97 -1.46
As 1.03 -0.96 -2.05
C 1.69 0.36 -3.28
C -0.01 -2.16 -3.16
H 3.49 -0.82 2.94
H 1.94 -1.69 2.91
H 1.98 0.04 3.30
H 4.56 0.65 0.53
H 3.50 1.85 1.30
H 3.37 1.55 -0.44
H 4.42 -2.44 1.36
H 5.45 -4.15 -0.07
H 4.70 -4.43 -2.41
H 2.87 -3.07 -3.30
H 2.14 -0.18 -4.11
H 2.44 0.99 -2.80
H 0.87 0.98 -3.64
H 0.66 -2.89 -3.62
H -0.48 -1.58 -3.96
H -0.77 -2.67 -2.58
C -2.62 0.00 -1.94
N -1.70 0.68 -1.00
C -2.04 1.88 -0.65
C -1.17 2.60 0.22
C -1.26 3.80 0.87
C -0.07 3.94 1.64
C 0.68 2.82 1.42
N 0.03 1.96 0.55
C -3.70 -0.82 -1.28
C -4.99 -0.31 -1.20
C -6.01 -1.06 -0.62
C -5.73 -2.32 -0.12
C -4.45 -2.84 -0.20
C -3.44 -2.09 -0.77
H -2.02 -0.63 -2.61
H -3.08 0.76 -2.56
H -2.96 2.33 -1.01
H -2.08 4.50 0.82
H 0.19 4.77 2.28
H 1.64 2.58 1.84
H -5.21 0.66 -1.62
H -7.01 -0.66 -0.57
H -6.53 -2.92 0.32
H -4.25 -3.84 0.17
H -2.44 -2.50 -0.86
C 0.09 -3.91 0.02
C -0.49 -2.92 0.97
N -0.58 -1.60 0.86
C -1.27 -1.15 1.97
C -1.58 -2.20 2.76
N -1.08 -3.31 2.12
C -1.18 -4.69 2.61
N -2.12 -5.47 1.89
N -1.68 -6.32 0.91
N -2.67 -6.87 0.35
C -3.83 -6.42 0.95
C -5.17 -6.74 0.69
C -6.12 -6.12 1.48
C -5.76 -5.22 2.50
C -4.44 -4.88 2.75
C -3.49 -5.51 1.95
H 0.77 -3.43 -0.66
H -0.70 -4.42 -0.53
H 0.64 -4.69 0.55
H -1.50 -0.10 2.12
H -2.10 -2.26 3.70
H -1.44 -4.64 3.67
H -0.21 -5.17 2.51
H -5.43 -7.44 -0.08
H -7.16 -6.35 1.33
H -6.54 -4.77 3.10
H -4.19 -4.19 3.54
*
```